(1)
DFT (ωB97M-V with the def2-TZVPD basis set) results for C3H5NO2 in the gas phase.

Structure (ORCA input):
```
! RIJCOSX wB97M-V def2-TZVPD def2/J DEFGRID3
* xyz 0 1
O -0.061 -0.709 1.929
C -0.121 -1.348 0.912
C -0.254 -0.742 -0.482
N -0.334 0.709 -0.526
C 0.631 1.595 -0.153
O 1.783 1.395 0.141
H -0.078 -2.464 0.924
H 0.611 -1.101 -1.062
H -1.134 -1.195 -0.960
H -1.180 1.263 -0.530
H 0.138 2.598 -0.195
*
```

Properties
E_HOMO, eV: -9.895
Energy above the lowest of the compared OMol25 structures with the same formula, charge and spin, kcal/mol: 26.0
Energy, eV: -8776.569
Orbital gap, eV: 10.60



(2)
DFT (ωB97M-V with the def2-TZVPD basis set) results for a molecular structure, C3H5NO2.

Structure (ORCA input):
```
! RIJCOSX wB97M-V def2-TZVPD def2/J DEFGRID3
* xyz 0 1
N 2.018 1.276 0.208
C 0.943 0.661 0.367
O -0.176 1.250 0.873
C -1.351 0.862 0.309
C -0.578 -1.153 0.181
O 0.733 -0.673 0.155
H 2.746 0.641 -0.109
H -1.245 0.875 -0.794
H -1.501 -0.367 0.672
H -0.656 -1.949 0.931
H -0.900 -1.500 -0.802
*
```

Properties
E_HOMO, eV: -9.274
Energy above the lowest of the compared OMol25 structures with the same formula, charge and spin, kcal/mol: 120.8
Energy, eV: -8772.455
Orbital gap, eV: 9.80



(3)
DFT (ωB97M-V with the def2-TZVPD basis set) results for a molecular structure, C3H5NO2.

Structure (ORCA input):
```
! RIJCOSX wB97M-V def2-TZVPD def2/J DEFGRID3
* xyz 0 1
C 0.156 -0.106 -0.251
C 1.008 -1.903 0.160
C -1.053 1.854 -0.025
N -0.082 -1.024 0.555
O 1.623 -1.098 -0.851
O -0.130 1.026 -0.738
H 1.697 -2.121 0.984
H 0.622 -2.842 -0.251
H -0.698 2.060 0.987
H -2.032 1.378 0.029
H -1.112 2.775 -0.600
*
```

Properties
E_HOMO, eV: -9.699
Energy above the lowest of the compared OMol25 structures with the same formula, charge and spin, kcal/mol: 97.7
Energy, eV: -8773.458
Orbital gap, eV: 10.40



(4)
DFT (ωB97M-V with the def2-TZVPD basis set) results for a molecular structure, C3H5NO2.

Structure (ORCA input):
```
! RIJCOSX wB97M-V def2-TZVPD def2/J DEFGRID3
* xyz 0 1
C -0.972 0.422 0.479
C -0.721 -0.696 -0.551
O -1.322 -1.702 -0.877
O 0.874 -1.162 0.148
C 1.450 -0.083 0.360
N 0.748 1.039 0.474
H -1.030 0.391 1.548
H -0.318 0.042 -1.280
H -1.828 0.970 0.020
H 2.546 -0.125 0.414
H 1.354 1.866 0.624
*
```

Properties
E_HOMO, eV: -8.915
Energy above the lowest of the compared OMol25 structures with the same formula, charge and spin, kcal/mol: 89.4
Energy, eV: -8773.818
Orbital gap, eV: 9.39



(5)
DFT (ωB97M-V with the def2-TZVPD basis set) results for C3H5NO2 in the gas phase.

Structure (ORCA input):
```
! RIJCOSX wB97M-V def2-TZVPD def2/J DEFGRID3
* xyz 0 1
H 0.502 0.670 0.581
N 1.493 0.836 0.149
C 1.496 -0.008 -0.782
O 0.371 -0.934 -0.962
C -0.533 -0.865 0.105
C -1.087 0.715 0.496
O -1.615 0.978 1.545
H 2.223 -0.206 -1.580
H -0.131 -1.361 1.008
H -1.528 -1.211 -0.168
H -1.190 1.386 -0.391
*
```

Properties
E_HOMO, eV: -9.991
Energy above the lowest of the compared OMol25 structures with the same formula, charge and spin, kcal/mol: 73.9
Energy, eV: -8774.490
Orbital gap, eV: 10.42



(6)
DFT (ωB97M-V with the def2-TZVPD basis set) results for a molecular structure, C3H5NO2P.

Structure (ORCA input):
```
! RIJCOSX wB97M-V def2-TZVPD def2/J DEFGRID3
* xyz -1 1
C -0.980 0.626 0.718
C 0.326 -1.293 -0.039
C 0.412 0.097 0.653
N 1.424 1.233 -0.399
O -1.853 0.270 1.497
O -1.155 1.585 -0.183
P 0.224 1.742 -1.322
H 0.269 -1.106 -1.162
H -0.444 -1.957 0.546
H 1.398 -1.642 0.052
H 0.962 -0.055 1.579
H -0.584 0.500 -1.940
*
```

Properties
E_HOMO, eV: -3.524
Energy above the lowest of the compared OMol25 structures with the same formula, charge and spin, kcal/mol: 62.4
Energy, eV: -18065.426
Orbital gap, eV: 7.76



(7)
DFT (ωB97M-V with the def2-TZVPD basis set) results for a molecular structure, C3H5NO2P.

Structure (ORCA input):
```
! RIJCOSX wB97M-V def2-TZVPD def2/J DEFGRID3
* xyz -1 3
C -0.539 -0.357 0.964
C 0.858 -0.670 1.413
C 0.240 1.336 -1.207
N -1.441 0.152 1.746
O 1.552 -0.656 2.446
O 1.499 -0.894 0.219
P -0.031 -0.340 -0.853
H -0.246 1.763 -2.096
H 1.324 1.408 -1.084
H -2.219 0.396 1.230
H 0.338 -1.592 -1.413
H -1.335 -0.545 -1.366
*
```

Properties
E_HOMO (spin up / spin down), eV: -1.212 / -3.955
<S²>: 2.016
Energy, eV: -18061.726
Orbital gap (spin up / spin down), eV: 5.22 / 5.84



(8)
DFT (ωB97M-V with the def2-TZVPD basis set) results for 2 unconnected molecules or ions with the total composition C3H5NO2S.

Structure (ORCA input):
```
! RIJCOSX wB97M-V def2-TZVPD def2/J DEFGRID3
* xyz 0 1
C -0.582 1.376 -0.702
C 1.756 0.437 1.929
C -0.395 -1.015 0.110
N -0.427 0.445 0.301
O -0.900 1.049 -1.846
O 0.534 -1.372 -0.750
S 2.612 -0.034 0.767
H -0.600 2.355 -0.204
H -0.659 0.694 1.208
H -0.029 -1.366 1.103
H -1.458 -1.459 -0.256
H 0.148 -1.110 -1.660
*
```

Properties
E_HOMO, eV: -9.799
Energy above the lowest of the compared OMol25 structures with the same formula, charge and spin, kcal/mol: 76.3
Energy, eV: -19609.201
Orbital gap, eV: 9.80



The evaluated max |F| for the records listed, in turn: 1.358, 0.348, 5.325, 1.653, 3.212, 4.162, 4.884, 5.073 eV/Å.